DFT (wB97M-V/def2-TZVPD) results for a structure of composition C23H47Cu2O22 at a distorted geometry.

```
94
C23H47Cu2O22 | the OMol25 dataset | wB97M-V/def2-TZVPD
Cu -16.237 1.678 11.430
Cu -14.290 0.125 11.668
C -16.065 1.140 13.759
C -16.270 -0.122 12.958
O -15.985 -0.182 11.593
H -15.195 1.727 13.464
H -15.850 0.817 14.778
H -16.943 1.785 13.729
H -17.315 -0.425 13.032
H -15.831 -0.912 13.567
C -16.647 -4.048 17.641
O -16.848 -2.925 16.811
C -17.665 -2.951 15.764
O -18.482 -3.859 15.506
O -17.450 -1.790 15.168
C -18.195 -1.466 14.024
H -15.952 -3.793 18.442
H -16.197 -4.827 17.026
H -17.625 -4.273 18.066
H -19.074 -2.109 14.068
H -17.570 -1.731 13.172
H -18.581 -0.450 13.931
C -17.001 3.714 8.216
O -16.650 2.678 9.075
C -16.755 1.332 8.695
O -16.580 0.915 7.553
O -16.752 0.542 9.821
C -16.756 -0.804 9.728
H -16.657 3.395 7.232
H -16.693 4.743 8.399
H -18.088 3.785 8.180
H -17.035 -1.261 10.678
H -15.727 -1.046 9.464
H -17.389 -1.155 8.914
C -14.817 -2.813 12.397
O -14.148 -2.397 13.563
C -13.452 -1.185 13.710
O -13.213 -0.421 12.768
O -13.273 -0.927 14.959
C -12.982 0.359 15.365
H -15.400 -3.632 12.818
H -14.246 -3.231 11.568
H -15.463 -2.042 11.977
H -12.879 1.146 14.618
H -12.038 0.326 15.909
H -13.758 0.709 16.046
C -17.567 -2.412 12.143
O -17.477 -3.306 11.090
C -16.464 -3.055 10.199
O -15.456 -2.347 10.381
O -16.702 -3.773 9.095
C -15.983 -3.675 7.919
H -17.049 -2.896 12.972
H -18.611 -2.356 12.453
H -17.237 -1.391 11.951
H -15.769 -2.639 7.657
H -16.413 -4.149 7.036
H -15.008 -4.161 7.881
C -18.600 3.242 13.194
O -18.839 1.836 13.067
C -18.567 1.110 11.997
O -17.921 1.549 11.073
O -19.230 0.034 12.097
C -19.140 -1.038 11.262
H -19.283 3.812 13.824
H -18.572 3.762 12.236
H -17.623 3.416 13.644
H -19.726 -0.880 10.356
H -19.498 -1.947 11.745
H -18.096 -1.223 11.008
C -14.516 5.232 18.519
O -14.230 3.923 17.961
C -15.227 3.345 17.252
O -16.371 3.763 17.176
O -14.725 2.266 16.680
C -15.549 1.424 15.874
H -13.548 5.387 18.995
H -15.238 5.369 19.325
H -14.640 6.021 17.777
H -15.925 1.790 14.919
H -16.428 1.163 16.464
H -15.006 0.508 15.641
C -17.833 1.630 15.625
O -19.000 1.646 14.917
C -20.120 2.050 15.505
O -20.239 2.222 16.708
O -21.064 2.070 14.603
C -22.405 2.451 14.945
H -17.559 2.643 15.921
H -17.048 1.268 14.961
H -17.988 0.984 16.488
H -22.355 3.533 15.071
H -22.629 2.057 15.936
H -23.102 2.233 14.135
```

energy = -158895.748 eV
spin multiplicity = 1
net charge = +1
lowest unoccupied orbital energy = -3.032 eV

=====

DFT (wB97M-V/def2-TZVPD) results for a structure of composition C12H9F5IrNO6 at a distorted geometry.

```
34
C12H9F5IrNO6 | the OMol25 dataset | wB97M-V/def2-TZVPD
Ir -0.286 -0.273 -0.487
O 0.876 -0.697 1.595
C 2.138 -1.211 1.194
C 1.937 -2.452 0.303
N 1.277 -2.108 -0.971
C 0.368 -3.164 -1.447
C -1.023 -3.106 -0.737
O -1.617 -4.142 -0.551
O -1.511 -1.908 -0.418
C 2.159 -1.555 -1.981
C 1.387 -0.634 -2.951
O 1.633 -0.665 -4.123
O 0.492 0.123 -2.383
H 0.443 -1.304 2.167
H 2.619 -0.379 0.688
H 2.679 -1.575 2.063
H 2.826 -3.121 0.132
H 1.261 -3.064 0.823
H 0.252 -3.013 -2.508
H 0.800 -4.174 -1.303
H 2.951 -0.996 -1.452
H 2.685 -2.402 -2.514
F -3.433 5.607 2.119
C -2.778 4.502 1.746
C -1.458 4.385 2.182
F -0.857 5.279 2.911
C -0.743 3.328 1.666
F 0.519 3.081 2.012
C -1.297 2.398 0.733
O -0.432 1.578 0.192
C -2.635 2.551 0.359
F -3.188 1.618 -0.445
C -3.399 3.612 0.889
F -4.648 3.884 0.495
```

energy = -42786.388 eV
spin multiplicity = 5
lowest unoccupied orbital energy (alpha / beta) = -0.181 / -2.653 eV
expectation value of S² = 6.01

=====

DFT (wB97M-V/def2-TZVPD) results for a cluster of 2 separate species, C13H13N in total at a distorted geometry.

```
27
C13H13N | the OMol25 dataset | wB97M-V/def2-TZVPD
C -1.700 1.568 -0.778
C -1.565 1.007 0.526
C -1.163 0.987 -1.890
C -0.793 -0.099 0.624
C -0.498 -0.298 -1.749
C -0.234 -0.801 -0.478
C -0.047 -1.043 -2.885
C 0.516 -2.270 -2.708
C 0.759 -2.842 -1.376
C 0.840 2.164 2.667
C 0.413 -2.018 -0.334
C 0.939 3.529 2.418
C 0.777 -2.415 1.058
N 0.691 1.049 2.841
H -2.162 2.508 -0.861
H -1.945 1.621 1.346
H -1.353 1.399 -2.831
H -0.668 -0.758 1.510
H -0.075 -0.697 -3.820
H 0.626 -2.905 -3.587
H 1.357 -3.707 -1.266
H 1.461 3.446 1.414
H 1.426 3.956 3.338
H -0.050 4.124 2.479
H 1.292 -3.345 1.066
H -0.183 -2.534 1.697
H 1.338 -1.627 1.579
```

energy = -15180.366 eV
spin multiplicity = 1
structure (SMILES) = Cc1cccc2ccccc12.CC#N
lowest unoccupied orbital energy = 0.677 eV

=====

DFT (wB97M-V/def2-TZVPD) results for the molecule C4H7N3O at a distorted geometry.

```
15
C4H7N3O | the OMol25 dataset | wB97M-V/def2-TZVPD
C -0.315 -0.839 -1.283
C -0.122 0.603 0.766
N 1.006 -1.259 -1.256
N -0.376 1.702 0.001
C -1.133 -1.246 -0.074
C 0.805 0.641 1.743
N -1.097 -0.484 0.967
O -0.906 -0.474 -2.300
H 1.605 -0.920 -0.513
H 1.463 -1.229 -2.159
H -0.153 2.589 0.437
H -1.291 1.671 -0.441
H -1.874 -2.048 -0.192
H 1.406 1.522 1.937
H 0.980 -0.228 2.367
```

energy = -10777.756 eV
spin multiplicity = 1
structure (SMILES) = C=C(N)/N=C\C(N)=O
lowest unoccupied orbital energy = 0.537 eV

=====

Please write out number 4 again, unchanged.
DFT (wB97M-V/def2-TZVPD) results for the molecule C4H7N3O at a distorted geometry.

```
15
C4H7N3O | the OMol25 dataset | wB97M-V/def2-TZVPD
C -0.315 -0.839 -1.283
C -0.122 0.603 0.766
N 1.006 -1.259 -1.256
N -0.376 1.702 0.001
C -1.133 -1.246 -0.074
C 0.805 0.641 1.743
N -1.097 -0.484 0.967
O -0.906 -0.474 -2.300
H 1.605 -0.920 -0.513
H 1.463 -1.229 -2.159
H -0.153 2.589 0.437
H -1.291 1.671 -0.441
H -1.874 -2.048 -0.192
H 1.406 1.522 1.937
H 0.980 -0.228 2.367
```

energy = -10777.756 eV
spin multiplicity = 1
structure (SMILES) = C=C(N)/N=C\C(N)=O
lowest unoccupied orbital energy = 0.537 eV

=====

What is the energy in the second record?
-42786.388 eV